Record 1
Below is a structure of composition C38H47BBrHfN10O2S in a non-equilibrium geometry, with properties calculated with the ωB97M-V functional and the def2-TZVPD basis.

Positions of all 101 atoms, in Å:
Hf1 -0.136 0.006 -0.115
C1 -3.477 2.975 -0.195
C2 -2.356 2.419 -0.795
N1 -1.954 1.341 -0.119
N2 -2.798 1.198 0.936
C3 -3.725 2.170 0.899
B1 -2.725 -0.049 1.875
N3 -1.365 -0.029 2.660
C4 -1.165 -0.129 3.980
C5 0.197 -0.124 4.230
C6 0.785 -0.024 2.980
N4 -0.163 0.032 2.031
N5 -2.729 -1.289 0.927
C7 -3.610 -2.295 0.785
C8 -3.326 -2.978 -0.383
C9 -2.229 -2.326 -0.921
N6 -1.854 -1.318 -0.127
N7 -3.839 0.041 2.889
C10 -3.986 1.057 3.797
C11 -5.139 0.837 4.494
C12 -5.657 -0.354 3.945
N8 -4.877 -0.818 2.992
H1 -4.039 3.836 -0.513
H2 -1.834 2.748 -1.681
H3 -4.511 2.236 1.631
H4 -1.988 -0.197 4.670
H5 0.686 -0.186 5.186
H6 1.831 0.019 2.725
H7 -4.391 -2.436 1.508
H8 -3.854 -3.825 -0.785
H9 -1.705 -2.525 -1.840
H10 -3.261 1.852 3.881
H11 -5.562 1.438 5.280
H12 -6.557 -0.883 4.211
C13 1.656 -0.260 -5.825
C14 0.416 0.546 -5.450
N9 0.723 1.598 -4.479
C15 1.152 2.886 -5.045
C16 -0.017 3.850 -5.210
C17 0.636 1.433 -3.167
S1 0.221 -0.175 -2.590
N10 0.896 2.514 -2.422
C18 0.881 2.705 -1.129
O1 0.577 1.818 -0.229
C19 1.231 4.049 -0.650
C20 1.503 5.089 -1.543
C21 1.830 6.343 -1.062
C22 1.891 6.571 0.307
C23 1.621 5.543 1.201
C24 1.289 4.288 0.727
H13 1.399 -1.000 -6.581
H14 2.051 -0.778 -4.951
H15 2.435 0.386 -6.231
H16 -0.347 -0.108 -5.038
H17 0.001 1.035 -6.331
H18 1.607 2.673 -6.011
H19 1.910 3.312 -4.395
H20 -0.793 3.422 -5.845
H21 0.331 4.772 -5.673
H22 -0.450 4.089 -4.239
H23 1.449 4.901 -2.605
H24 2.040 7.148 -1.753
H25 2.147 7.554 0.681
H26 1.670 5.724 2.267
H27 1.072 3.479 1.412
C25 6.757 -3.749 -1.191
C26 5.988 -4.214 0.065
C27 5.953 -5.742 0.087
C28 6.735 -3.707 1.319
C29 4.614 -3.601 0.050
C30 4.487 -2.188 0.017
C31 3.253 -1.637 0.009
Br1 3.006 0.247 -0.056
C32 2.034 -2.395 0.024
O2 0.918 -1.776 0.030
C33 2.164 -3.841 0.066
C34 3.434 -4.367 0.072
C35 0.943 -4.751 0.044
C36 1.316 -6.222 0.242
C37 0.305 -4.605 -1.354
C38 -0.057 -4.375 1.156
H28 7.764 -4.161 -1.153
H29 6.840 -2.664 -1.245
H30 6.270 -4.108 -2.099
H31 6.971 -6.126 0.114
H32 5.473 -6.143 -0.808
H33 5.436 -6.120 0.971
H34 7.736 -4.136 1.324
H35 6.220 -4.016 2.230
H36 6.834 -2.621 1.324
H37 5.360 -1.551 -0.003
H38 3.532 -5.440 0.095
H39 1.926 -6.600 -0.580
H40 0.402 -6.815 0.270
H41 1.844 -6.381 1.184
H42 0.963 -5.028 -2.115
H43 0.132 -3.560 -1.597
H44 -0.644 -5.142 -1.383
H45 0.398 -4.517 2.138
H46 -0.928 -5.027 1.088
H47 -0.398 -3.347 1.075

Atoms 1-6, force components in eV/Å:
Hf -0.1 -0.2 -0.9
C 0.0 0.0 0.0
C 0.0 0.1 0.0
N -0.2 0.0 0.5
N -0.2 0.0 -0.1
C 0.0 0.0 -0.1

Output
ΔE to the lowest compared entry with this formula, charge and spin (kJ/mol): 57.96
Multiplicity: 2
Orbital gap (spin up / spin down) (Ha): 0.29893 / 0.20090
Net charge: +2
E (eV): -142020.3451
M (u): 977.1


Record 2
Below is a cluster of 5 separate species, C38H47Br2F17O14S2 in total in a non-equilibrium geometry, with properties calculated with the ωB97M-V functional and the def2-TZVPD basis.

Positions of all 120 atoms, in Å:
C1 4.165 2.731 -2.680
C2 3.483 3.073 -1.392
C3 2.811 1.989 -0.352
C4 3.933 1.742 0.757
C5 5.406 2.499 0.476
S1 6.583 1.999 1.899
O1 7.847 2.942 1.816
O2 7.127 0.560 1.767
O3 4.305 0.288 0.690
S2 2.976 -0.549 1.403
O4 3.622 -1.087 2.746
O5 1.716 0.392 1.881
C6 0.766 0.936 0.915
C7 -0.125 -0.100 0.053
Br1 -1.438 -0.847 1.457
C8 0.456 -1.433 -0.622
C9 -0.889 -2.339 -1.065
Br2 1.474 -1.264 -2.331
C10 1.261 2.356 0.161
C11 1.537 3.481 1.321
C12 0.398 4.518 1.763
C13 0.575 6.075 1.171
O6 -0.476 6.993 1.655
C14 -1.188 7.653 0.551
C15 0.281 2.841 -1.065
F1 0.679 1.940 -2.216
F2 0.698 4.192 -1.622
C16 -1.294 3.029 -0.829
F3 -1.550 4.520 -0.691
F4 -1.933 2.427 0.349
C17 -2.313 2.628 -2.072
F5 -2.044 1.363 -2.756
F6 -2.119 3.718 -3.101
C18 -3.921 2.661 -1.705
F7 -4.311 3.733 -0.738
F8 -4.571 3.110 -3.000
C19 -4.607 1.199 -1.407
F9 -4.817 0.575 -2.772
F10 -3.746 0.260 -0.650
C20 -6.083 1.200 -0.722
F11 -6.889 2.431 -0.883
F12 -6.891 0.148 -1.460
C21 -6.184 0.725 0.837
F13 -5.899 -0.743 1.052
F14 -7.649 0.853 1.196
C22 -5.392 1.635 1.937
F15 -5.599 3.102 1.815
F16 -6.011 1.275 3.271
F17 -3.942 1.250 2.113
H1 3.574 2.790 -3.698
H2 5.316 2.415 -2.710
H3 3.450 4.201 -1.073
H4 2.707 0.994 -1.002
H5 3.746 1.958 1.875
H6 5.335 3.669 0.576
H7 5.934 2.118 -0.493
H8 6.015 2.288 3.180
H9 -0.041 1.420 1.678
H10 -0.868 0.349 -0.729
H11 1.041 -2.186 0.089
H12 -1.815 -1.645 -1.334
H13 -1.137 -3.180 -0.290
H14 -0.645 -2.912 -2.084
H15 2.495 4.116 0.994
H16 1.886 2.933 2.324
H17 -0.719 4.185 1.683
H18 0.540 4.708 2.939
H19 1.589 6.457 1.673
H20 0.750 6.122 0.022
H21 -1.478 8.749 0.921
H22 -2.170 7.032 0.329
H23 -0.567 7.798 -0.430
O7 1.775 -3.891 -1.485
C23 1.250 -4.947 -1.798
O8 0.002 -5.334 -1.402
C24 -0.244 -6.663 -1.860
C25 0.700 -6.866 -3.016
C26 1.887 -6.022 -2.626
H24 -0.048 -7.357 -1.036
H25 -1.290 -6.760 -2.165
H26 0.948 -7.917 -3.189
H27 0.252 -6.468 -3.935
H28 2.595 -6.578 -2.006
H29 2.385 -5.602 -3.503
O9 -3.396 9.616 2.537
C27 -4.242 8.834 2.939
O10 -5.147 9.117 3.922
C28 -5.905 7.944 4.211
C29 -5.789 7.081 2.982
C30 -4.412 7.421 2.469
H30 -5.480 7.463 5.099
H31 -6.944 8.218 4.420
H32 -5.928 6.017 3.189
H33 -6.541 7.384 2.244
H34 -3.641 6.796 2.928
H35 -4.364 7.360 1.380
O11 4.679 -6.137 -3.603
C31 5.180 -5.261 -2.918
O12 4.789 -4.962 -1.645
C32 5.511 -3.819 -1.189
C33 6.750 -3.764 -2.044
C34 6.271 -4.331 -3.357
H36 4.879 -2.933 -1.316
H37 5.752 -3.933 -0.129
H38 7.170 -2.759 -2.130
H39 7.521 -4.419 -1.621
H40 5.844 -3.559 -4.002
H41 7.066 -4.873 -3.874
O13 -0.725 -10.313 -1.392
C35 -0.985 -10.241 -0.202
O14 -1.471 -9.124 0.413
C36 -1.555 -9.362 1.818
C37 -1.609 -10.860 1.965
C38 -0.779 -11.336 0.800
H42 -0.671 -8.929 2.299
H43 -2.450 -8.879 2.221
H44 -1.246 -11.211 2.934
H45 -2.643 -11.207 1.845
H46 0.283 -11.394 1.054
H47 -1.138 -12.294 0.417

Atoms 1-6, force components in eV/Å:
C -0.3 0.1 1.3
C 0.0 0.0 -1.2
C 1.6 0.1 -2.1
C 2.3 -0.4 0.6
C -1.3 -0.1 0.6
S 7.9 -1.1 -1.4

Output
Orbital gap (Ha): 0.23646
E (eV): -276761.9537
M (u): 1274.7


Record 3
Below is a structure of composition C38H47Cl2IN2O4SiTa in a non-equilibrium geometry, with properties calculated with the ωB97M-V functional and the def2-TZVPD basis.

Positions of all 96 atoms, in Å:
Ta1 -0.001 0.979 -0.280
I1 -0.301 3.996 1.272
C1 -1.919 4.826 0.084
C2 -2.281 6.090 0.466
C3 -3.469 6.653 -0.016
C4 -4.326 5.887 -0.751
C5 -3.955 4.595 -1.183
C6 -4.840 3.825 -1.967
C7 -4.454 2.612 -2.465
C8 -3.140 2.177 -2.288
C9 -2.222 2.897 -1.549
C10 -2.653 4.080 -0.870
H1 -1.681 6.646 1.170
H2 -3.714 7.667 0.253
H3 -5.300 6.269 -1.025
H4 -5.819 4.221 -2.188
H5 -5.135 2.022 -3.060
H6 -2.810 1.274 -2.780
Cl1 -3.343 -0.876 6.276
C11 -2.442 -0.542 4.847
C12 -1.048 -0.492 4.910
C13 -0.321 -0.198 3.779
Cl2 1.388 -0.189 3.880
C14 -0.931 0.097 2.536
O1 -0.215 0.429 1.494
C15 -2.355 0.004 2.491
C16 -3.093 0.257 1.283
O2 -2.637 0.705 0.237
C17 -3.080 -0.325 3.649
H7 -0.534 -0.677 5.839
H8 -4.167 0.024 1.350
H9 -4.155 -0.380 3.605
C18 3.320 3.249 -0.904
Si1 2.844 1.382 -0.774
C19 3.409 0.517 -2.453
C20 3.276 -1.007 -2.374
C21 4.874 0.848 -2.761
C22 2.562 1.036 -3.620
C23 3.691 0.759 0.879
C24 3.319 -0.690 1.205
C25 3.224 1.672 2.018
C26 5.217 0.850 0.810
H10 4.392 3.354 -0.767
H11 2.839 3.847 -0.136
H12 3.084 3.688 -1.867
H13 4.022 -1.426 -1.703
H14 3.445 -1.447 -3.355
H15 2.289 -1.310 -2.031
H16 5.537 0.488 -1.982
H17 5.023 1.918 -2.868
H18 5.167 0.372 -3.695
H19 1.498 0.904 -3.437
H20 2.820 0.505 -4.534
H21 2.757 2.091 -3.793
H22 2.239 -0.837 1.216
H23 3.707 -0.961 2.185
H24 3.749 -1.376 0.481
H25 2.137 1.702 2.090
H26 3.583 2.688 1.881
H27 3.613 1.309 2.966
H28 5.623 0.144 0.093
H29 5.642 0.618 1.784
H30 5.544 1.848 0.534
C27 -0.994 -3.668 2.796
C28 -2.047 -3.997 1.735
N1 -1.702 -5.161 0.953
C29 -2.041 -6.466 1.514
C30 -0.847 -7.208 2.105
C31 -1.077 -5.191 -0.245
O3 -0.781 -6.248 -0.776
C32 -0.807 -3.930 -1.024
C33 -0.829 -4.097 -2.412
C34 -0.574 -3.023 -3.243
C35 -0.322 -1.792 -2.661
N2 -0.240 -1.635 -1.348
C36 -0.451 -2.674 -0.547
H31 -1.328 -2.827 3.397
H32 -0.036 -3.423 2.343
H33 -0.839 -4.517 3.454
H34 -2.206 -3.138 1.078
H35 -2.997 -4.198 2.238
H36 -2.448 -7.073 0.700
H37 -2.816 -6.320 2.267
H38 -0.091 -7.355 1.339
H39 -1.179 -8.182 2.454
H40 -0.407 -6.668 2.939
H41 -1.016 -5.085 -2.808
H42 -0.556 -3.142 -4.314
H43 -0.149 -0.902 -3.251
H44 -0.273 -2.469 0.498
C37 0.055 3.624 -2.257
C38 -0.790 2.515 -1.640
O4 -0.483 1.288 -2.075
H45 -0.456 4.013 -3.140
H46 1.003 3.204 -2.586
H47 0.229 4.455 -1.576

Atoms 1-6, force components in eV/Å:
Ta 1.5 1.5 -2.6
I -0.4 -0.1 -0.4
C 0.6 0.1 0.4
C 0.4 -0.4 0.1
C -0.3 0.0 -0.1
C 0.1 0.2 0.1

Output
ΔE to the lowest compared entry with this formula, charge and spin (kJ/mol): 210.21
Orbital gap (Ha): 0.23696
Net charge: +1
E (eV): -93909.0703
M (u): 1002.6


Record 4
Below is a structure of composition C38H47GeN9O2SSr in a non-equilibrium geometry, with properties calculated with the ωB97M-V functional and the def2-TZVPD basis.

Positions of all 99 atoms, in Å:
Sr1 -0.469 0.334 -1.216
N1 -0.522 -1.779 -2.501
C1 -1.886 -1.955 -1.873
C2 -2.319 -1.130 -0.583
N2 -2.585 0.361 -0.480
C3 -3.247 0.846 -1.724
C4 -2.270 0.885 -2.933
N3 -1.344 2.021 -2.895
C5 -3.409 0.543 0.743
C6 -3.372 2.002 1.157
N4 -1.974 2.406 1.297
H1 -0.617 -1.691 -3.505
H2 0.032 -2.604 -2.305
H3 -1.945 -2.961 -1.459
H4 -2.687 -1.900 -2.607
H5 -1.650 -1.439 0.244
H6 -3.281 -1.602 -0.376
H7 -3.662 1.843 -1.569
H8 -4.082 0.180 -1.952
H9 -2.861 0.742 -3.836
H10 -1.695 -0.044 -2.778
H11 -1.841 2.844 -2.569
H12 -0.968 2.235 -3.810
H13 -2.954 -0.055 1.532
H14 -4.431 0.184 0.606
H15 -3.981 2.113 2.060
H16 -3.836 2.627 0.389
H17 -1.495 1.803 1.955
H18 -1.881 3.344 1.667
C7 4.717 -2.434 -0.650
C8 3.282 -2.245 -1.043
N5 2.318 -3.022 -0.741
O1 2.733 -4.079 0.085
C9 2.923 -1.058 -1.865
C10 3.656 -0.836 -3.149
N6 1.991 -0.314 -1.408
O2 1.603 0.739 -2.204
H19 4.808 -3.074 0.221
H20 5.181 -1.464 -0.455
H21 5.268 -2.900 -1.471
H22 1.922 -4.582 0.217
H23 3.626 -1.742 -3.758
H24 4.709 -0.607 -2.962
H25 3.205 -0.012 -3.695
N7 -0.464 -2.290 4.468
C11 -1.814 -2.591 4.450
C12 -2.688 -3.043 5.435
C13 -4.000 -3.246 5.053
C14 -4.421 -3.011 3.732
C15 -3.541 -2.562 2.766
C16 -2.215 -2.342 3.137
N8 -1.129 -1.891 2.379
C17 -0.118 -1.883 3.213
C18 1.262 -1.495 2.890
C19 2.360 -1.811 3.624
S1 3.743 -1.102 2.930
C20 2.760 -0.437 1.700
N9 1.498 -0.723 1.789
H26 0.142 -2.313 5.269
H27 -2.363 -3.230 6.449
H28 -4.716 -3.597 5.783
H29 -5.455 -3.192 3.470
H30 -3.872 -2.395 1.747
H31 2.429 -2.421 4.511
H32 3.188 0.164 0.906
C21 0.601 4.365 4.328
C22 0.944 5.189 3.262
C23 1.205 4.640 2.013
C24 1.125 3.261 1.804
C25 0.791 2.449 2.887
C26 0.529 2.993 4.139
Ge1 1.540 2.530 0.015
C27 3.492 2.571 -0.124
C28 4.238 3.021 0.969
C29 5.627 3.062 0.916
C30 6.294 2.647 -0.227
C31 5.567 2.191 -1.317
C32 4.181 2.146 -1.264
C33 0.754 3.776 -1.281
C34 -0.341 4.574 -0.949
C35 -0.905 5.439 -1.882
C36 -0.373 5.523 -3.162
C37 0.723 4.738 -3.504
C38 1.275 3.867 -2.576
H33 0.399 4.792 5.302
H34 1.013 6.261 3.405
H35 1.480 5.296 1.198
H36 0.738 1.370 2.753
H37 0.273 2.344 4.968
H38 3.741 3.341 1.871
H39 6.186 3.423 1.771
H40 7.376 2.680 -0.269
H41 6.082 1.868 -2.215
H42 3.619 1.775 -2.111
H43 -0.767 4.515 0.047
H44 -1.750 6.057 -1.605
H45 -0.799 6.207 -3.884
H46 1.151 4.811 -4.497
H47 2.107 3.237 -2.863

Atoms 1-6, force components in eV/Å:
Sr 5.9 1.6 1.7
N -1.5 -0.5 0.3
C 0.0 -0.3 0.1
C -1.0 -1.0 0.2
N -2.5 -1.1 0.0
C 0.1 0.1 0.2

Output
ΔE to the lowest compared entry with this formula, charge and spin (kJ/mol): 268.41
Multiplicity: 2
Orbital gap (spin up / spin down) (Ha): 0.25898 / 0.27258
Net charge: +1
E (eV): -125853.9968
M (u): 854.2